Record 1
Here is a molecular structure, C27H47NO2P2Pb in a non-equilibrium geometry from OMol25. Energies are from ωB97M-V with the def2-TZVPD basis set.

Properties
E_LUMO (spin up / spin down)   -1.423 / -1.234 eV
E_HOMO (spin up / spin down)   -6.27 / -6.28 eV
2S+1   1
Charge   0
Gap between HOMO and LUMO (spin up / spin down)   4.843 / 5.049 eV

Each line ends with the Mulliken charge.
Positions of all 80 atoms, in Å:
Pb (0.35748, -1.14474, -0.52546)  1.336
P (2.97627, -1.45872, -1.42944)  0.652
P (-2.68106, -0.66839, -1.30627)  1.249
N (-0.75681, -0.36814, -2.43247)  -0.544
H (1.60582, -1.79338, 0.65709)  -0.204
C (3.53067, -2.80423, -2.49187)  -1.274
H (4.63355, -2.73347, -2.46545)  0.408
H (3.14925, -2.64683, -3.50724)  0.375
H (3.19417, -3.77733, -2.10142)  0.302
C (4.16012, -1.42157, -0.06011)  -0.965
H (5.13786, -1.51902, -0.56110)  0.493
H (3.97942, -2.26665, 0.62059)  0.309
H (4.11353, -0.47948, 0.50176)  0.015
C (3.32498, 0.05103, -2.36074)  -0.936
H (4.39515, -0.02739, -2.59783)  0.424
H (3.11650, 0.95038, -1.76802)  0.083
H (2.70490, 0.06660, -3.26803)  0.265
C (-3.47497, -2.09595, -2.14457)  -1.228
H (-4.57839, -2.18601, -2.05901)  0.383
H (-3.04074, -3.00649, -1.70449)  0.220
H (-3.21501, -2.05549, -3.20680)  0.324
C (-3.71230, -0.73454, 0.22816)  -0.957
H (-4.81432, -0.79053, 0.08429)  0.506
H (-3.52024, 0.15948, 0.83572)  0.005
H (-3.42251, -1.62095, 0.81258)  0.267
C (-3.48467, 0.74456, -2.14081)  -1.365
H (-4.56896, 0.87743, -2.01961)  0.424
H (-3.26851, 0.67498, -3.20960)  0.368
H (-2.98494, 1.63588, -1.74738)  0.339
C (-0.42913, 0.46899, -3.46510)  -0.553
C (-0.01188, 0.99754, -5.93984)  -0.463
C (-0.18663, 0.08296, -4.87744)  -0.320
C (-0.19808, 1.91652, -3.34233)  0.042
C (-0.02966, 2.80582, -4.42031)  -0.542
C (0.02051, 2.37885, -5.75498)  -0.275
H (0.08027, 0.64114, -6.98133)  0.317
H (-0.14827, -0.95023, -5.16079)  0.461
H (-0.15657, 2.34812, -2.34786)  0.461
H (0.05114, 3.89025, -4.26779)  0.348
H (0.08692, 3.11254, -6.58430)  0.362
C (-0.79683, -3.77888, 0.78232)  0.672
O (-1.75370, -3.23680, 0.20545)  -0.408
C (0.18820, -4.79814, 0.13812)  -1.143
H (0.50301, -5.46951, 0.96290)  0.424
H (1.14163, -4.64488, -0.45617)  0.103
H (-0.56223, -5.35967, -0.37472)  0.348
C (-0.58169, -3.53060, 2.27348)  -0.954
H (-1.48871, -4.08997, 2.47695)  0.463
H (-0.64177, -2.50906, 2.72149)  -0.013
H (0.28216, -4.04842, 2.70919)  0.339
C (2.67206, 3.31025, 0.42187)  -1.792
C (2.20083, 2.11445, 1.25642)  2.715
C (3.34064, 1.54843, 2.11943)  -1.712
C (0.96453, 2.39480, 2.09124)  -0.220
C (0.82416, 3.59324, 2.77871)  -0.415
C (-0.24074, 3.80781, 3.64065)  -1.417
C (-1.15998, 2.79261, 3.86601)  -0.038
C (-1.09124, 1.59857, 3.18253)  0.344
C (-2.07341, 0.48480, 3.48162)  1.792
C (-1.74993, -0.26689, 4.77605)  -1.633
C (-3.52513, 0.95063, 3.55153)  -1.837
C (-0.04783, 1.37970, 2.22412)  -0.280
O (-0.07130, 0.33239, 1.44148)  -0.130
H (3.11165, 4.10553, 1.04344)  0.426
H (1.82435, 3.74162, -0.13056)  0.407
H (3.41656, 3.01496, -0.31567)  0.438
H (1.90463, 1.33494, 0.54338)  -1.268
H (3.60262, 2.24917, 2.92869)  0.356
H (3.02879, 0.60698, 2.58559)  0.384
H (4.25336, 1.36020, 1.53746)  0.433
H (1.55354, 4.38445, 2.62391)  0.240
H (-0.32720, 4.76095, 4.17338)  0.323
H (-1.97416, 2.96806, 4.58040)  0.234
H (-1.97410, -0.22189, 2.63389)  -0.688
H (-1.84362, 0.39571, 5.64357)  0.406
H (-2.41664, -1.11783, 4.92620)  0.394
H (-0.71332, -0.64684, 4.75927)  0.338
H (-3.79014, 1.57230, 2.68271)  0.415
H (-4.21135, 0.10932, 3.57163)  0.390
H (-3.71252, 1.55397, 4.45164)  0.454



Record 2
Here is 4 unconnected molecules or ions with the total composition C17H32N2O3S4 in a non-equilibrium geometry from OMol25. Energies are from ωB97M-V with the def2-TZVPD basis set.

Properties
E_LUMO   -1.082 eV
E_HOMO   -8.19 eV
2S+1   1
Charge   0
Gap between HOMO and LUMO   7.113 eV

Each line ends with the Mulliken charge.
Positions of all 58 atoms, in Å:
C (5.85354, 0.14424, -2.76784)  -1.112
C (4.86014, 1.37730, -3.00727)  0.749
C (3.43683, 1.30523, -2.35262)  -0.522
C (2.46657, 2.49789, -2.61339)  0.259
C (0.98679, 2.45559, -2.01117)  -0.811
C (0.01766, 1.51376, -2.89589)  0.454
C (0.71156, 0.84386, -4.18400)  -1.293
C (-0.48678, 0.28167, -1.95786)  -0.943
C (2.88474, 3.75845, -3.45436)  0.357
N (2.07726, 4.94950, -3.73199)  -0.532
S (3.10942, 5.88278, -4.71937)  0.171
N (4.59735, 5.02212, -4.89724)  -0.566
C (4.33061, 3.81148, -4.10679)  0.555
C (5.30147, 2.59755, -3.89215)  -0.777
H (5.30614, -0.60927, -2.10578)  0.290
H (6.06567, -0.39378, -3.76686)  0.283
H (6.79700, 0.55638, -2.26719)  0.308
H (3.04020, 0.43400, -1.71774)  0.211
H (0.95136, 2.19558, -0.88239)  0.343
H (0.54443, 3.52630, -2.07690)  0.331
H (-0.89428, 2.10708, -3.24756)  0.284
H (1.46266, 0.05745, -3.81733)  0.266
H (-0.11021, 0.30322, -4.78483)  0.410
H (1.22829, 1.57987, -4.89041)  0.299
H (-1.06763, -0.42004, -2.66092)  0.347
H (0.37217, -0.32450, -1.50526)  0.158
H (-1.19483, 0.72557, -1.16774)  0.182
H (6.34219, 2.60417, -4.38679)  0.292
C (-3.59774, 2.72610, -0.34332)  -0.972
S (-3.67973, 1.30031, 0.76321)  0.533
O (-3.01505, 0.15505, 0.06969)  -0.584
C (-5.46238, 1.05868, 0.62132)  -0.918
H (-2.55454, 3.03199, -0.43714)  0.262
H (-3.98630, 2.45673, -1.32734)  0.295
H (-4.17906, 3.54798, 0.07830)  0.421
H (-5.73357, 0.89413, -0.42337)  0.344
H (-5.98084, 1.93687, 1.01061)  0.358
H (-5.73990, 0.18371, 1.21111)  0.287
C (-4.67587, -3.42731, 4.29816)  -0.937
S (-4.36482, -1.65447, 4.43906)  0.382
O (-5.15456, -0.97335, 3.36781)  -0.571
C (-2.64922, -1.72541, 3.88332)  -0.922
H (-5.71660, -3.61786, 4.56387)  0.323
H (-4.49736, -3.75610, 3.27283)  0.293
H (-4.02192, -3.96737, 4.98537)  0.373
H (-2.59884, -2.16195, 2.88404)  0.335
H (-2.06406, -2.32354, 4.58456)  0.314
H (-2.25169, -0.70970, 3.85506)  0.364
C (1.83611, -4.88722, 5.47153)  -0.942
S (0.47788, -3.79666, 4.99546)  0.516
O (-0.72236, -4.65420, 4.75193)  -0.595
C (1.15952, -3.34765, 3.38450)  -0.868
H (1.60701, -5.31944, 6.44642)  0.326
H (1.94600, -5.68720, 4.73711)  0.299
H (2.75985, -4.30986, 5.53983)  0.365
H (1.31252, -4.24478, 2.78184)  0.319
H (2.10615, -2.82218, 3.52342)  0.353
H (0.45105, -2.68876, 2.88046)  0.257



Record 3
Here is a gas-phase ion, C12H30B2N3O8P2 (charge -1) in a non-equilibrium geometry from OMol25. Energies are from ωB97M-V with the def2-TZVPD basis set.

Properties
E_LUMO   2.470 eV
E_HOMO   -4.41 eV
2S+1   1
Charge   -1
Gap between HOMO and LUMO   6.881 eV

Each line ends with the Mulliken charge.
Positions of all 57 atoms, in Å:
C (-1.88712, -4.62451, 1.12023)  -1.047
C (-0.95389, -3.78376, 0.06272)  -0.158
B (-0.95531, -2.22142, 0.40598)  0.629
O (-0.66248, -1.95836, 1.83552)  -0.651
P (-1.16791, -0.66326, -0.70254)  0.278
N (-1.29556, 0.91563, -1.52743)  -0.763
C (0.71400, -0.85401, -1.01337)  -0.535
C (1.31972, -0.29908, -2.38215)  -0.923
C (1.88601, 1.21531, -2.32923)  -0.613
C (3.33380, 1.35387, -1.63152)  -0.661
C (3.12815, 2.05233, -0.20086)  0.194
O (3.86962, 3.31632, -0.10604)  -0.377
C (4.17623, 3.53757, 1.26860)  0.593
C (3.13019, 3.25179, 2.45385)  -0.643
O (5.33143, 3.95766, 1.54808)  -0.594
N (-2.95702, -0.52645, -0.43058)  -0.602
C (-3.45115, -1.40801, 0.37950)  0.495
O (-4.02832, -1.65587, 1.47681)  -0.595
B (-0.94214, 0.46400, 0.88785)  0.794
O (0.29917, 0.87171, 1.52004)  -0.715
N (-2.13180, 1.15075, 1.58800)  0.205
C (-1.97445, 1.00788, 3.09084)  -0.933
C (-2.22874, 2.59020, 1.20941)  -0.815
P (-1.69807, -1.81764, -2.52388)  1.102
O (-2.14097, -0.98762, -3.75171)  -0.880
O (-0.45102, -2.85503, -3.09476)  -0.558
O (-3.05312, -2.89917, -2.32230)  -0.625
H (-1.50378, -5.71745, 1.10073)  0.353
H (-1.75437, -4.27281, 2.19926)  0.189
H (-2.95613, -4.57855, 0.72902)  0.269
H (0.12055, -4.18507, 0.26862)  0.147
H (-1.23567, -4.15530, -0.96319)  0.242
H (0.14424, -2.47937, 2.03858)  0.243
H (-0.81804, 1.67852, -1.03215)  0.052
H (-1.09192, 0.94612, -2.52270)  0.375
H (0.89351, -2.00871, -1.04969)  0.165
H (1.42817, -0.53142, -0.18801)  0.331
H (2.24753, -0.95577, -2.62380)  0.433
H (0.65173, -0.36190, -3.30361)  0.268
H (2.03885, 1.52080, -3.43879)  0.385
H (1.15664, 1.97680, -1.89641)  0.246
H (3.90796, 0.37043, -1.54844)  0.298
H (3.97058, 2.06717, -2.26776)  0.286
H (2.03156, 2.28477, 0.04232)  -0.111
H (3.46581, 1.28101, 0.59600)  0.221
H (2.07227, 3.55328, 2.11472)  0.177
H (3.44722, 3.80636, 3.39935)  0.351
H (3.16452, 2.12606, 2.71877)  0.216
H (0.43663, 1.84981, 1.47307)  0.046
H (-1.51002, 1.94054, 3.56557)  0.325
H (-3.01679, 0.79367, 3.54848)  0.219
H (-1.31969, 0.11584, 3.38101)  0.234
H (-2.63048, 3.15257, 2.14110)  0.410
H (-1.25373, 3.07056, 0.84572)  0.165
H (-3.07994, 2.68098, 0.42934)  0.226
H (-0.37703, -2.77759, -4.07894)  0.309
H (-3.83941, -2.32220, -2.50922)  0.330



Record 4
Here is 4 unconnected molecules or ions with the total composition C5H17NO2 in a non-equilibrium geometry from OMol25. Energies are from ωB97M-V with the def2-TZVPD basis set.

Properties
E_LUMO   -2.264 eV
E_HOMO   -9.12 eV
ΔE to the lowest compared entry with this formula, charge and spin   6.7296 eV
2S+1   1
Charge   0
Gap between HOMO and LUMO   6.852 eV

Each line ends with the Mulliken charge.
Positions of all 25 atoms, in Å:
C (-0.98695, 2.06185, -0.23939)  -1.279
C (-0.06777, 0.84653, -0.15469)  0.276
N (0.13786, 0.34395, 1.22637)  -0.061
C (0.41159, -1.10660, 1.11398)  -0.381
C (-0.83979, -1.95256, 1.33723)  -1.298
C (1.32392, 0.99417, 1.79007)  -1.069
H (-0.53185, 2.99868, 0.08951)  0.348
H (-1.24827, 2.16361, -1.29613)  0.427
H (-1.87903, 1.79914, 0.35752)  0.333
H (0.82540, 1.03594, -0.76219)  0.605
H (-0.61189, -0.03522, -0.66912)  -1.154
H (1.14477, -1.28279, 1.89866)  0.548
H (0.98049, -1.32929, 0.21060)  0.308
H (-1.35915, -2.11992, 0.38883)  0.280
H (-1.51506, -1.42427, 2.00464)  0.342
H (-0.68359, -2.96622, 1.71215)  0.383
H (1.16161, 2.05889, 1.98666)  0.281
H (2.17159, 0.90327, 1.06505)  0.406
H (1.57392, 0.49060, 2.72868)  0.378
H (0.73028, 0.55837, -3.49706)  0.282
H (-1.22364, -0.34047, -1.29217)  0.947
O (-0.13011, 0.49663, -3.07409)  -0.687
H (0.09545, -2.26128, -2.46643)  0.226
H (-0.00777, -0.35395, -2.52046)  0.301
O (0.52801, -1.57907, -1.93824)  -0.741



Record 5
Here is 2 unconnected molecules or ions with the total composition C2H5F3N3O3S in a non-equilibrium geometry from OMol25. Energies are from ωB97M-V with the def2-TZVPD basis set.

Properties
E_LUMO (spin up / spin down)   -6.157 / -5.372 eV
E_HOMO (spin up / spin down)   -12.71 / -14.35 eV
ΔE to the lowest compared entry with this formula, charge and spin   1.1997 eV
2S+1   1
Charge   +1
Gap between HOMO and LUMO (spin up / spin down)   6.555 / 8.976 eV

Each line ends with the Mulliken charge.
Positions of all 17 atoms, in Å:
C (-0.71800, 0.75945, -1.41826)  0.571
C (1.93802, -1.34826, 2.27444)  0.711
N (-0.68983, 2.03354, -1.70933)  -0.365
N (-1.89755, 0.33619, -0.85337)  -0.378
N (0.19916, -0.22929, -1.59269)  0.193
O (-0.98139, -0.84613, 2.24911)  -0.456
O (0.52810, 0.69378, 1.06063)  -0.497
O (0.00164, -1.32624, -0.98669)  -0.418
F (1.55129, -2.58693, 2.58858)  -0.164
F (2.24926, -0.59945, 3.27103)  -0.134
F (2.80160, -1.29360, 1.28244)  -0.158
S (0.19907, -0.60777, 1.53109)  0.892
H (-1.53414, 2.41250, -2.05578)  0.250
H (0.20757, 2.44669, -1.81165)  0.242
H (-2.67573, 0.96460, -0.73645)  0.226
H (-2.27656, -0.56867, -1.09567)  0.272
H (1.09749, -0.24039, -1.99742)  0.212



Record 6
Here is 2 unconnected molecules or ions with the total composition C5H9N4O in a non-equilibrium geometry from OMol25. Energies are from ωB97M-V with the def2-TZVPD basis set.

Properties
E_LUMO   -5.040 eV
E_HOMO   -13.83 eV
ΔE to the lowest compared entry with this formula, charge and spin   3.7362 eV
2S+1   1
Charge   +1
Gap between HOMO and LUMO   8.788 eV

Each line ends with the Mulliken charge.
Positions of all 19 atoms, in Å:
C (1.17119, -0.28112, 1.26877)  -0.614
C (2.70670, 0.54355, -0.28376)  -0.049
C (-2.18952, 1.08153, 0.19369)  0.087
C (0.71744, -0.30219, -1.21592)  -0.362
C (0.15631, -0.63602, 0.23164)  0.518
N (2.27174, 0.32526, 1.06674)  -0.465
N (2.05114, 0.21122, -1.30689)  -0.446
N (-1.07888, 0.94589, 0.64518)  -0.154
N (-0.69550, -1.66935, 0.41515)  -0.292
O (-2.76426, 0.26927, -0.67017)  -0.417
H (0.96241, -0.50272, 2.21750)  0.547
H (3.66849, 1.00146, -0.32413)  0.424
H (-2.79232, 2.00362, 0.40562)  0.363
H (0.67661, -1.08269, -1.99007)  0.361
H (0.13170, 0.58592, -1.63063)  0.306
H (-0.49917, 1.61243, 1.21181)  0.257
H (-2.18096, -0.27914, -1.21199)  0.327
H (-0.96351, -1.92177, 1.41201)  0.286
H (-1.34963, -1.90518, -0.43454)  0.324



| no. | electronic energy (eV) |
| --- | --- |
| 1 | -58165.56050 |
| 2 | -70603.64530 |
| 3 | -53710.96280 |
| 4 | -11039.52697 |
| 5 | -31744.47645 |
| 6 | -13329.05621 |